Record 1
Computed, not measured: 3 unconnected molecules or ions with the total composition C4H15NO3 at a distorted geometry, with wB97M-V/def2-TZVPD.

Last columns: bonded neighbours and bond lengths (Å).
Atoms and positions in Å:
1 C -0.472 1.795 -0.273  C7 1.540, H12 1.189, H18 1.093, H20 1.191
2 H 1.175 0.784 -1.575  C7 1.210
3 H -1.787 -0.613 0.520  C22 1.021
4 O -0.617 0.438 3.737  H15 0.936, H16 0.972
5 C -0.843 0.076 -2.242  H6 1.122, C7 1.566, H19 1.122, H23 1.110
6 H -1.735 -0.473 -1.841  C5 1.122
7 C 0.077 0.614 -1.095  C1 1.540, H2 1.210, C5 1.566, N11 1.433
8 O -0.603 -2.109 1.239  H13 0.956, C22 1.389
9 O 3.898 -0.587 -0.717  H17 1.013, H21 0.894
10 H -1.415 -1.948 -0.511  C22 1.062
11 N 0.145 -0.600 -0.335  C7 1.433, H14 0.948, C22 1.495
12 H 0.300 2.266 0.498  C1 1.189
13 H -0.157 -1.596 1.912  O8 0.956
14 H 0.949 -0.765 0.139  N11 0.948
15 H -0.025 1.129 3.955  O4 0.936
16 H -1.308 0.549 4.411  O4 0.972
17 H 4.264 -1.512 -0.907  O9 1.013
18 H -0.844 2.537 -0.985  C1 1.093
19 H -0.335 -0.574 -3.002  C5 1.122
20 H -1.416 1.686 0.444  C1 1.191
21 H 3.046 -0.814 -0.868  O9 0.894
22 C -1.064 -1.273 0.231  H3 1.021, O8 1.389, H10 1.062, N11 1.495
23 H -1.234 0.990 -2.736  C5 1.110

Results
Energy relative to the best compared isomer or geometry (same formula, charge and spin) in kJ/mol: 251.7
SMILES: CC(C)NCO.O.O
Total charge: 0
Molecular weight in g mol⁻¹: 125.17
Frontier orbital gap in eV: 8.8

Atom charges from the Löwdin analysis, given in e for atoms 1 to 2:
1 C -0.091
2 H 0.176


Record 2
Computed, not measured: a single C5H10O2 molecule at a distorted geometry, with wB97M-V/def2-TZVPD.

Last columns: bonded neighbours and bond lengths (Å).
Atoms and positions in Å:
1 H -3.018 -0.564 -1.276  C2 1.094
2 C -2.223 -0.680 -0.534  H1 1.094, H4 1.096, C5 1.526, H7 1.095
3 H 1.141 1.761 -0.814  C14 1.093
4 H -2.682 -0.649 0.461  C2 1.096
5 C -1.172 0.415 -0.687  C2 1.526, H6 1.098, C9 1.504, H13 1.095
6 H -0.765 0.406 -1.706  C5 1.098
7 H -1.775 -1.670 -0.667  C2 1.095
8 H 2.567 -0.269 -1.114  C15 1.100
9 C -0.009 0.217 0.247  C5 1.504, O11 1.452, H12 1.102, C14 1.531
10 H 1.547 1.688 0.937  C14 1.091
11 O 0.732 -0.953 -0.188  C9 1.452, C15 1.472
12 H -0.345 0.123 1.292  C9 1.102
13 H -1.604 1.406 -0.509  C5 1.095
14 C 1.216 1.118 0.067  H3 1.093, C9 1.531, H10 1.091, C15 1.531
15 C 1.985 -0.181 -0.185  H8 1.100, O11 1.472, C14 1.531, O17 1.381
16 H 1.775 -1.298 1.045  O17 1.004
17 O 2.605 -0.748 0.912  C15 1.381, H16 1.004

Results
Energy relative to the best compared isomer or geometry (same formula, charge and spin) in kJ/mol: 216.0
SMILES: CC[C@@H]1C[C@@H](O)O1
Total charge: 0
Molecular weight in g mol⁻¹: 102.13
Frontier orbital gap in eV: 11.3

Atom charges from the Löwdin analysis, given in e for atoms 1 to 2:
1 H 0.072
2 C -0.098


Number 1: E_LUMO 0.528 eV. Number 2: E_LUMO 1.102 eV.